# 1
Density functional theory data (ωB97M-V with the def2-TZVPD basis set) for C7H29B2Cl2CoCrN7O22 as an isolated structure in a non-equilibrium geometry.

```
71
Properties=species:S:1:pos:R:3:forces:R:3
Cr -0.3471 -2.0781 1.4012 -0.3 -0.3 1.7
Co -0.7538 1.6845 -1.2434 0.2 -1.4 0.1
Cl 2.6079 -4.1081 0.5868 -1.5 -0.9 1.4
O 3.6246 -4.1983 -0.3698 1.6 -0.1 -2.4
O 1.9843 -5.4012 0.7601 0.2 0.6 0.2
O 3.1532 -3.5816 1.7750 1.0 -0.1 2.2
O 1.6183 -3.1383 0.2004 -1.6 0.8 -1.3
Cl -0.4029 1.5785 -4.2113 -0.3 0.2 -0.4
O -0.4954 1.0552 -5.5224 -0.1 -0.4 -0.3
O 0.1686 0.6659 -3.2813 1.9 -2.2 1.6
O 0.3787 2.7553 -4.1921 0.7 1.6 -0.2
O -1.6856 1.7962 -3.6250 -2.0 1.4 0.5
B -0.5166 -0.1871 -0.0327 -0.2 0.2 0.5
H 0.1187 -1.0522 -0.1444 2.7 -2.6 -1.2
H -1.0675 -0.1252 -0.9583 -2.6 0.3 -4.0
H -1.1732 -0.3103 0.8146 -2.6 0.3 2.6
H 0.1283 0.6540 0.1693 2.6 3.6 0.6
B -2.1754 -3.1107 0.7639 -1.2 -0.2 -0.4
H -3.0099 -3.6990 0.4151 -2.7 -2.4 -1.4
H -2.5120 -2.0904 0.8636 -1.3 3.9 0.0
H -1.9285 -3.3888 1.7768 1.4 -1.5 4.2
H -1.2912 -3.1750 0.1489 3.6 -0.5 -3.0
C -4.7898 1.7059 0.4069 -0.9 -0.7 0.7
N -4.0332 2.0945 -0.7618 -1.1 2.3 -2.1
O -2.8249 1.8714 -0.7752 -1.0 0.0 0.0
O -4.6773 2.7052 -1.6252 1.8 -1.1 0.9
H -4.3349 2.2223 1.2522 0.3 -1.0 0.1
H -4.8328 0.6204 0.3186 0.7 -0.1 1.0
H -5.8397 1.9956 0.3624 0.3 0.5 -0.6
C -1.2215 -2.4405 -2.9983 0.4 -0.4 -0.6
N -2.5546 -2.1511 -3.4901 -2.2 0.9 0.1
O -3.1541 -2.9094 -4.2184 0.6 -1.0 -0.5
O -3.0630 -1.1088 -3.1299 0.3 0.6 0.4
H -0.6083 -1.8478 -3.6771 0.4 0.1 0.4
H -1.0690 -3.5015 -3.1961 0.2 0.2 0.5
H -1.1816 -2.0924 -1.9661 0.3 -0.3 -0.2
C 3.0459 -1.7867 -2.9917 -0.2 0.3 0.3
N 3.4466 -0.7897 -1.8977 -0.8 0.1 0.2
O 4.6422 -0.6003 -1.6988 -1.0 -0.1 -0.2
O 2.5305 -0.2448 -1.2625 1.6 -0.8 -1.1
H 2.1108 -1.4610 -3.4473 0.1 0.3 0.3
H 2.8855 -2.7492 -2.5058 0.1 0.1 0.2
H 3.8217 -1.8655 -3.7532 0.1 0.2 0.4
C -1.7750 -1.0644 5.4339 0.6 0.5 -2.0
N -1.1866 -0.5019 4.1326 -0.7 -0.4 4.7
O -0.8499 0.6684 4.1201 0.8 3.4 0.5
O -1.2167 -1.1634 3.1286 -0.2 -3.7 -4.4
H -2.5998 -0.3780 5.6251 0.0 -0.1 0.5
H -0.9856 -1.0438 6.1853 -0.2 0.1 0.1
H -2.1330 -2.0695 5.2107 0.1 0.1 0.2
C 3.3922 2.8068 -1.8900 0.5 0.2 -0.8
N 2.3235 2.9301 -0.8807 1.9 -0.1 -0.6
O 2.6133 3.4358 0.1475 0.5 1.1 1.8
O 1.2496 2.4948 -1.1386 -2.5 -0.7 -1.2
H 4.2490 2.3040 -1.4414 -0.4 -0.4 0.0
H 3.7451 3.8123 -2.1192 -0.3 0.1 0.0
H 2.9854 2.3362 -2.7851 0.1 -0.1 0.3
C -0.4369 4.0027 2.7770 -0.4 0.7 0.5
N -1.2873 3.2986 1.7875 -1.6 -1.3 1.2
O -0.7060 2.9134 0.7952 -0.2 0.3 -0.7
O -2.4824 3.0744 2.0675 2.4 0.8 -0.7
H -0.6528 5.0607 2.6279 0.1 0.1 -0.1
H 0.6199 3.8009 2.6026 -0.4 -0.3 -0.1
H -0.7973 3.7574 3.7760 0.2 -0.4 -0.2
C 3.6691 0.0900 2.0518 0.8 1.0 0.5
N 2.2284 0.3254 2.1901 -3.6 -0.8 -0.9
O 1.5399 -0.7341 2.0382 1.7 2.5 0.6
O 1.7161 1.4482 2.4116 1.7 -2.3 -0.5
H 4.1888 1.0481 2.0580 -0.2 0.1 0.5
H 3.9789 -0.3612 1.1092 -0.8 -0.6 0.2
H 3.8886 -0.5043 2.9388 0.4 -0.2 -0.4
```
Forces are in eV/Å.

Values from the calculation:
orbital gap (alpha / beta)	0.133 / 0.282	hartree
multiplicity	9
maximum force	5.74	eV/Å
net charge	-1
E_tot	-5718.6367	Eh



# 2
Density functional theory data (ωB97M-V with the def2-TZVPD basis set) for a 7-piece molecular cluster, C7H29N3O8 overall in a non-equilibrium geometry.

```
47
Properties=species:S:1:pos:R:3:forces:R:3
C 19.1915 -6.7582 -19.7313 -0.5 -3.0 -4.3
O 19.8963 -7.0430 -20.6767 0.9 0.0 0.0
N 19.2893 -5.8717 -18.8497 2.8 5.6 4.5
N 17.9878 -7.2889 -19.5523 -3.6 -2.8 -0.8
H 18.4877 -5.7409 -18.2494 1.0 0.6 0.3
H 20.2044 -5.4714 -18.6999 -0.4 0.4 0.4
H 17.7891 -8.1082 -20.1086 -0.1 0.0 0.4
H 17.5296 -7.1527 -18.6626 -0.1 -0.7 -0.4
C 12.9438 -8.5612 -19.2940 -2.3 -0.2 2.3
O 13.6549 -8.4908 -20.4667 -0.3 -0.4 -0.9
C 14.6394 -7.5526 -20.3036 1.0 0.8 0.5
C 15.4190 -7.4218 -21.6140 1.7 -0.3 -1.5
N 14.5851 -7.0806 -22.7863 -1.4 -0.3 4.4
C 13.9315 -5.8184 -22.5975 0.6 0.5 -1.5
C 13.3233 -5.3582 -23.9347 0.7 -0.4 -0.3
O 12.0125 -5.7556 -24.0595 -1.4 -0.2 0.9
C 11.2271 -5.1308 -25.0549 0.1 0.8 -0.8
H 13.4743 -8.7452 -18.3597 1.1 -0.3 -0.3
H 12.1663 -9.3249 -19.2718 0.2 -0.1 -0.8
H 12.4218 -7.6394 -19.0372 -0.1 0.5 -0.5
H 15.2978 -7.8946 -19.5051 0.8 -0.2 -0.3
H 14.3061 -6.6089 -19.8716 -0.5 0.5 -0.6
H 15.8430 -8.4053 -21.8168 0.1 -0.1 0.0
H 16.2313 -6.6952 -21.6307 0.0 0.0 0.7
H 13.8908 -7.8141 -22.7946 -0.4 -0.8 -1.6
H 14.6647 -5.1471 -22.1504 -0.2 0.3 -0.2
H 13.1411 -5.9963 -21.8684 -0.4 -0.1 0.2
H 13.8231 -5.9400 -24.7092 0.9 0.6 -0.4
H 13.5346 -4.2908 -23.9996 -0.3 0.2 -0.4
H 10.2286 -5.5668 -25.0841 0.2 0.0 0.4
H 11.6183 -5.1820 -26.0710 0.5 -0.8 -0.1
H 11.1979 -4.0482 -24.9316 -0.4 0.1 0.6
O 17.0912 -3.7270 -21.1460 -0.5 -0.8 -0.3
H 17.7375 -3.8545 -20.4516 0.4 0.2 0.2
H 17.5128 -3.1244 -21.7587 0.5 0.4 -0.1
O 14.8869 -4.0524 -19.7395 -0.9 -0.6 0.5
H 14.8460 -3.1132 -19.9194 0.1 0.2 -0.1
H 15.6923 -4.3438 -20.1669 0.3 0.4 -0.3
O 18.8824 -1.6286 -21.2186 0.1 0.0 -0.9
H 18.6581 -1.5432 -20.2919 -0.2 0.1 0.6
H 19.7552 -2.0216 -21.2190 0.3 0.0 -0.2
O 17.7760 -1.7951 -18.8123 -0.1 -0.2 0.2
H 16.9794 -1.2650 -18.7842 -0.3 0.2 0.0
H 17.9438 -2.0246 -17.8984 0.2 0.0 0.3
O 15.5032 -1.2437 -23.2273 -0.3 -0.2 -0.1
H 15.7742 -1.9670 -22.6619 0.1 -0.1 0.2
H 16.2092 -0.6019 -23.1509 0.2 0.2 0.0
```
Forces are in eV/Å.

Values from the calculation:
orbital gap (alpha / beta)	0.375 / 0.185	hartree
multiplicity	2
maximum force	7.69	eV/Å
net charge	+1
E_tot	-1049.9157	Eh



# 3
Density functional theory data (ωB97M-V with the def2-TZVPD basis set) for a 7-piece molecular cluster, C7H29NO6 overall in a non-equilibrium geometry.

```
43
Properties=species:S:1:pos:R:3:forces:R:3
C -1.7811 1.0350 0.6961 1.6 -0.2 1.5
C -2.6110 1.0798 2.0491 0.5 -0.7 -1.9
C -1.8295 0.2777 3.1229 -1.0 1.6 -0.1
C -3.9383 0.3916 1.7051 0.0 0.5 0.9
C -0.2343 1.0957 0.8952 0.3 0.9 0.5
N 0.5042 0.0014 0.2677 0.6 1.1 0.5
C 0.7579 0.3366 -1.1390 -0.6 -1.5 -0.3
C 1.8371 -0.2868 0.8251 -0.5 -1.1 -1.9
H -1.8960 1.8342 -0.0304 -1.4 -0.2 -0.1
H -2.0536 0.0313 0.3979 0.3 0.0 -1.2
H -2.7482 2.1351 2.2842 -0.2 -0.1 0.6
H -1.3456 1.0777 3.6849 0.8 -0.6 0.2
H -2.4911 -0.2118 3.8286 -0.3 -0.2 0.0
H -1.1787 -0.4507 2.6517 0.3 0.0 0.2
H -4.4490 0.9143 0.8988 -0.3 0.0 0.1
H -4.5381 0.3309 2.6175 -0.4 0.3 -0.2
H -3.8024 -0.6437 1.4053 0.3 -0.1 -0.2
H -0.0036 1.2406 1.9490 0.1 -0.8 0.2
H 0.1772 2.0539 0.5261 -0.3 0.0 -0.4
H 0.9118 -0.6327 -1.6082 0.1 0.1 -0.5
H -0.1280 0.7687 -1.5879 0.0 0.2 0.1
H 1.6380 0.9398 -1.4017 -0.1 0.4 0.6
H 2.1974 -0.9575 0.0437 0.5 -0.2 0.1
H 1.8454 -0.9677 1.6632 0.0 0.7 0.7
H 2.5536 0.5405 0.7792 -0.2 0.3 0.8
H -0.0788 -2.9328 -1.2521 0.2 -0.2 -0.4
H -0.0946 -2.3996 0.1364 0.3 -0.1 0.3
O 0.3132 -3.1035 -0.3896 -0.4 0.3 -0.2
H 3.7134 2.9932 -2.3369 0.0 0.0 -0.1
H 3.5863 2.7809 -0.8394 0.0 -0.2 0.2
O 3.6091 3.4649 -1.5072 0.0 0.2 -0.1
H 1.9003 -1.7986 -3.6377 -0.4 -0.1 0.3
H 0.5265 -1.5341 -4.2582 -0.7 0.7 -1.2
O 0.9462 -1.9947 -3.5615 0.6 -0.7 0.8
H 4.0809 -0.9238 -3.5572 0.1 -0.1 0.1
H 3.9847 -1.9933 -2.4525 0.0 -0.1 0.0
O 3.4606 -1.3971 -2.9932 0.3 0.3 -0.1
H 0.9493 -2.1547 2.8409 0.0 0.0 0.0
H 0.0142 -3.3029 3.1614 0.0 0.0 -0.1
O 0.4627 -2.8727 2.4238 -0.1 0.1 0.3
H -1.7491 2.2848 -2.1945 0.2 -0.1 0.4
H -1.2655 1.0618 -3.0450 0.0 0.1 0.3
O -1.7536 1.8883 -3.0615 -0.3 0.1 -0.9
```
Forces are in eV/Å.

Values from the calculation:
orbital gap	0.325	hartree
ΔE to the lowest compared entry with this formula, charge and spin	22.92	kcal/mol
maximum force	2.24	eV/Å
SMILES	CC(C)CCN(C)C.O.O.O.O.O.O
E_tot	-790.2141	Eh



# 4
Density functional theory data (ωB97M-V with the def2-TZVPD basis set) for C7H29NO7 as an isolated structure in a non-equilibrium geometry.

```
44
Properties=species:S:1:pos:R:3:forces:R:3
C -0.1194 -0.4565 -0.4190 1.0 0.0 -0.8
C 0.3052 0.0548 -1.8381 0.2 -1.3 0.8
C 0.2950 1.5622 -1.7767 0.8 -0.9 0.4
C -0.8091 2.2713 -1.8271 -0.9 0.6 -0.7
C 0.9076 -1.3844 0.2203 -0.7 -1.2 -0.5
N 0.2847 -2.0786 1.3853 11.6 -13.1 -9.4
C -0.5845 -3.1982 1.0232 1.7 -0.4 -0.7
C 1.2796 -2.5651 2.3533 -0.5 0.4 0.6
H -1.0589 -0.9770 -0.4166 -0.2 -0.7 -0.7
H -0.2209 0.4143 0.2094 0.1 0.1 0.2
H -0.1950 -0.4538 -2.6693 -0.7 0.6 0.3
H 1.2768 -0.4259 -1.9923 0.5 0.8 0.0
H 1.2259 1.9436 -1.3497 -0.1 0.5 -0.6
H -0.8975 3.3491 -1.7801 0.5 0.0 0.4
H -1.7799 1.8046 -1.9670 0.1 -0.2 -0.3
H 1.1869 -2.1844 -0.4752 0.4 0.4 -0.2
H 1.7667 -0.8373 0.5717 0.3 0.2 0.0
H 0.0456 -4.0092 0.6118 -0.1 0.0 0.4
H -0.9919 -3.4985 1.9812 -1.0 -0.3 -0.4
H -1.2030 -2.9463 0.1669 -0.9 0.3 0.7
H 2.1342 -1.8932 2.4148 0.1 -0.2 -0.3
H 0.7945 -2.5023 3.3355 0.2 -0.4 0.0
H 1.5400 -3.6093 2.1788 0.3 0.2 -0.1
H -2.6966 2.0799 0.7567 0.1 -0.1 -0.1
H -2.2675 3.5198 1.2449 -0.3 -0.1 0.0
O -2.1230 2.8418 0.5776 0.3 0.5 0.2
H -1.8842 -0.1055 0.2068 -0.3 0.4 0.3
H -2.6362 0.0974 1.5069 0.2 -0.4 0.2
O -2.7225 0.2027 0.5547 -1.2 0.3 0.2
H 1.9624 2.5232 1.7117 0.0 0.0 0.1
H 1.4273 3.8884 1.4483 0.1 0.2 0.0
O 2.2661 3.4270 1.5330 -0.1 -0.2 -0.1
H 2.4659 1.3215 -3.3055 0.3 0.0 0.1
H 1.2605 1.5302 -4.1563 0.5 -0.3 -0.2
O 2.1584 1.1463 -4.1977 -0.7 0.3 0.0
H -0.3479 2.0972 1.7673 -0.1 0.0 -0.1
H -0.2937 0.6522 2.3349 -0.5 -0.8 0.1
O 0.2522 1.4054 2.0673 1.0 1.8 -0.2
H 0.1419 -3.7933 -3.0979 0.3 0.4 -0.6
H -0.4525 -3.1696 -1.9471 -0.1 0.7 0.0
O -0.0615 -2.8963 -2.7922 -0.2 -1.2 0.6
H -0.3399 -1.1212 3.1771 -0.8 0.6 0.1
H -0.2199 -1.3945 1.7468 -2.8 3.7 1.0
O -0.7445 -0.8240 2.3496 -8.3 8.8 9.3
```
Forces are in eV/Å.

Values from the calculation:
orbital gap	0.324	hartree
ΔE to the lowest compared entry with this formula, charge and spin	163.72	kcal/mol
maximum force	19.90	eV/Å
E_tot	-865.2885	Eh